{"formula": "C6H6O", "method": "ωB97M-V with the def2-TZVPD basis set", "symbols": ["C", "C", "C", "C", "C", "O", "C", "H", "H", "H", "H", "H", "H"], "coordinates": [[0.6844, 2.5397, -0.7092], [0.3644, 1.4087, -0.4504], [-0.0363, 0.0854, -0.1283], [-1.2461, -0.2557, 0.7262], [0.1031, -0.7333, 1.1211], [0.5506, -1.8996, 0.4783], [0.4225, -1.2266, -0.7964], [0.9982, 3.5362, -0.9119], [-1.8935, -0.7019, 0.0019], [-1.6580, 0.5091, 1.3758], [0.5870, -0.3815, 2.0246], [1.3957, -1.1107, -1.2793], [-0.2721, -1.7696, -1.4523]], "atomic_forces_ev_per_a": [[-0.023, -0.275, 0.086], [0.377, 0.443, -0.075], [0.439, 0.273, 0.063], [0.081, 0.540, -0.614], [0.207, 0.186, 0.370], [-0.037, -0.052, -0.045], [0.032, 0.115, -0.434], [-0.057, -0.054, -0.030], [-0.900, -1.142, 0.748], [0.096, 0.089, -0.334], [-0.181, -0.343, 0.135], [-0.085, -0.066, 0.069], [0.051, 0.287, 0.060]], "mulliken_charge": [-0.026, -1.116, 0.752, -0.672, -0.054, -0.419, -0.365, 0.446, 0.255, 0.330, 0.341, 0.310, 0.218]}

=====

{"formula": "C6H6O", "method": "ωB97M-V with the def2-TZVPD basis set", "smiles": "C=C=CC1=C[C@H]1O", "symbols": ["O", "C", "C", "C", "C", "C", "C", "H", "H", "H", "H", "H", "H"], "coordinates": [[-1.9048, 1.3364, 0.5361], [-0.9491, 1.2354, -0.4935], [1.9679, -0.6827, 1.6769], [1.2525, -0.9447, 0.6217], [0.5093, -1.1301, -0.4466], [-0.3679, -0.0637, -0.8884], [-1.1989, 0.4794, -1.7431], [-2.3637, 0.4870, 0.5855], [-0.3556, 2.1503, -0.4748], [1.5986, -0.8956, 2.6766], [2.9493, -0.2246, 1.5840], [0.5473, -2.0652, -1.0021], [-1.7230, 0.4230, -2.6869]], "atomic_forces_ev_per_a": [[-0.205, -0.232, 0.061], [0.329, 0.202, -0.146], [-0.103, -0.041, -0.146], [0.044, 0.042, 0.058], [0.096, 0.035, 0.120], [-0.135, 0.106, -0.075], [0.057, -0.162, 0.060], [-0.001, 0.156, 0.031], [-0.080, -0.132, -0.054], [0.036, -0.026, -0.143], [-0.124, -0.076, -0.008], [0.020, 0.139, 0.088], [0.066, -0.010, 0.155]], "mulliken_charge": [-0.540, -0.253, -0.638, 0.212, -0.577, 0.280, -0.287, 0.331, 0.329, 0.236, 0.241, 0.332, 0.334]}

=====

{"formula": "C6H6O", "method": "ωB97M-V with the def2-TZVPD basis set", "smiles": "C#CC1=CCOC1", "symbols": ["C", "C", "C", "C", "C", "O", "C", "H", "H", "H", "H", "H", "H"], "coordinates": [[2.8818, -0.6889, 0.4927], [1.8368, -0.0764, 0.4414], [0.4474, 0.2078, 0.1682], [-0.3539, 1.2872, 0.2547], [-1.6985, 0.8234, -0.2589], [-1.5035, -0.4551, -0.8460], [-0.3150, -0.9886, -0.3064], [3.6864, -1.3814, 0.4236], [-0.2001, 2.3097, 0.6271], [-2.4034, 0.7528, 0.5807], [-2.0828, 1.4715, -1.0472], [0.1837, -1.5917, -1.0832], [-0.4789, -1.6704, 0.5533]], "atomic_forces_ev_per_a": [[-1.174, 0.401, -0.185], [0.379, -0.528, -0.055], [0.905, 1.075, 0.478], [0.277, -1.039, -0.314], [-0.146, 0.325, -0.004], [-0.053, 0.047, 0.337], [-0.107, -0.689, -0.321], [0.293, 0.311, 0.221], [0.253, -0.744, -0.238], [-0.195, 0.121, -0.144], [-0.236, 0.127, 0.187], [-0.006, 0.396, 0.231], [-0.191, 0.198, -0.192]], "mulliken_charge": [-0.222, -0.694, 0.798, -0.512, -0.382, -0.363, -0.480, 0.383, 0.397, 0.239, 0.292, 0.313, 0.231]}

=====

{"formula": "C6H6O", "method": "ωB97M-V with the def2-TZVPD basis set", "symbols": ["O", "C", "C", "C", "C", "C", "C", "H", "H", "H", "H", "H", "H"], "coordinates": [[-1.6118, -1.1129, 0.4957], [-0.3750, -1.3392, -0.1452], [-0.1407, 0.0830, -0.7422], [-0.8464, 0.6938, 0.4301], [-1.0434, 1.0415, 1.6282], [1.2351, 0.5508, -0.9706], [2.3771, 0.8617, -1.1723], [-1.4792, -0.2283, 1.5587], [0.4473, -1.6036, 0.5447], [-0.4487, -2.0938, -0.9394], [-0.7454, 0.1869, -1.6508], [-0.7705, 1.8305, 2.3182], [3.4016, 1.1296, -1.3550]], "atomic_forces_ev_per_a": [[0.172, 0.177, 0.317], [0.153, -0.053, -0.187], [0.031, 0.020, 0.026], [0.204, 0.108, 0.640], [0.220, 0.191, -0.518], [-0.115, -0.088, 0.071], [0.068, 0.007, -0.002], [0.010, -0.190, -0.429], [-0.240, 0.061, -0.172], [0.001, 0.145, 0.192], [0.102, -0.013, 0.181], [-0.179, -0.287, -0.198], [-0.426, -0.076, 0.080]], "mulliken_charge": [-0.680, -0.545, 0.433, -0.163, -0.443, -0.882, 0.202, 0.413, 0.301, 0.326, 0.258, 0.369, 0.409]}

=====

{"formula": "C6H6O", "method": "ωB97M-V with the def2-TZVPD basis set", "smiles": "Oc1ccccc1", "symbols": ["C", "C", "C", "C", "O", "C", "C", "H", "H", "H", "H", "H", "H"], "coordinates": [[1.3912, -0.2137, 1.1394], [1.0124, -1.2926, 0.3438], [-0.0943, -1.1313, -0.4906], [-0.6516, 0.1389, -0.6113], [-1.7442, 0.1993, -1.4819], [-0.2607, 1.2128, 0.1526], [0.7120, 0.9823, 1.1091], [2.2557, -0.2531, 1.7926], [1.5466, -2.2214, 0.4880], [-0.5022, -1.9558, -1.0534], [-2.5249, 0.5216, -1.0206], [-0.5220, 2.2477, -0.0244], [0.8622, 1.7147, 1.8931]], "atomic_forces_ev_per_a": [[0.484, -0.159, 0.408], [-0.274, 0.614, 0.206], [0.982, 0.119, 0.449], [-1.548, -0.841, -0.607], [0.375, 0.217, -0.108], [0.646, 0.261, 0.107], [-0.140, 0.107, 0.173], [-0.153, -0.429, 0.140], [-0.145, -0.153, -0.349], [-0.084, 0.040, -0.127], [0.195, 0.166, 0.052], [-0.844, -0.196, -0.006], [0.507, 0.256, -0.338]], "mulliken_charge": [-0.412, -0.453, -0.358, 0.490, -0.539, -0.515, -0.362, 0.341, 0.354, 0.400, 0.316, 0.385, 0.352]}

=====

{"formula": "C6H6O18Zn", "method": "ωB97M-V with the def2-TZVPD basis set", "charge": -4, "symbols": ["Zn", "O", "C", "O", "O", "H", "O", "C", "O", "O", "H", "O", "C", "O", "O", "H", "O", "C", "O", "O", "H", "O", "C", "O", "O", "H", "O", "C", "O", "O", "H"], "coordinates": [[0.0254, -0.4886, -0.0938], [-0.9851, -3.1794, 3.8329], [0.0498, -2.4167, 3.9013], [0.6004, -2.1272, 5.0040], [0.6089, -1.9773, 2.8706], [-1.0661, -3.3429, 4.7754], [-4.7956, 1.1483, 2.3713], [-3.8850, 1.3527, 1.3953], [-3.0496, 0.4420, 1.1254], [-3.9196, 2.4042, 0.7812], [-5.1366, 2.0371, 2.2470], [-1.8425, -3.9770, -3.6764], [-0.6972, -3.4211, -3.2497], [-0.7434, -3.0343, -2.0558], [0.2304, -3.1519, -4.0373], [-2.1419, -4.2621, -2.8099], [5.3078, -1.3113, -1.6625], [4.3850, -1.0011, -0.8123], [3.2807, -0.6744, -1.2878], [4.6579, -0.8950, 0.3388], [5.9901, -1.2625, -0.9889], [-1.5274, 3.4321, -4.1971], [-1.0323, 2.1694, -4.0818], [-0.7969, 1.7419, -2.9593], [-0.6252, 1.6447, -5.0922], [-1.6930, 3.4522, -5.1425], [1.4316, 4.2936, 2.7698], [1.7214, 3.0779, 2.4585], [2.5554, 2.4891, 3.1529], [0.9477, 2.5114, 1.7113], [2.1448, 4.3261, 3.4116]], "atomic_forces_ev_per_a": [[0.415, 0.073, 0.231], [-2.649, -1.931, 0.258], [5.718, 3.842, -0.356], [-1.557, -1.226, 0.989], [-0.983, -0.105, -1.917], [-0.693, -0.444, 0.461], [-0.815, -0.023, 0.913], [4.031, -2.502, -2.662], [-0.578, -0.830, 1.120], [-1.362, 2.582, -0.175], [-1.050, 0.480, 0.698], [-1.045, -1.833, -0.792], [3.458, 3.767, -0.549], [-0.357, -0.332, 1.847], [-1.063, -1.380, -0.261], [-0.972, 0.016, 0.186], [3.283, -1.211, -2.453], [-5.560, 2.346, -0.712], [-1.930, -0.330, -1.362], [2.376, -0.447, 4.953], [1.363, -0.423, -0.265], [-1.530, 1.523, -0.146], [2.539, -0.952, 2.426], [-0.959, 0.134, 2.308], [-0.097, -1.013, -4.363], [0.067, 0.331, -0.261], [0.055, 4.682, 0.859], [-1.269, -5.439, 0.051], [2.644, 0.297, 1.158], [-1.767, -0.838, -3.096], [0.287, 1.182, 0.914]], "mulliken_charge": [1.499, -0.413, 0.654, -0.743, -0.632, 0.284, -0.470, 0.637, -0.706, -0.698, 0.283, -0.493, 0.675, -0.719, -0.701, 0.297, -0.464, 0.689, -0.667, -0.683, 0.277, -0.470, 0.581, -0.661, -0.725, 0.274, -0.458, 0.676, -0.760, -0.645, 0.282]}

=====

{"formula": "C6H6O2", "method": "ωB97M-V with the def2-TZVPD basis set", "symbols": ["C", "C", "C", "C", "C", "C", "H", "H", "H", "H", "H", "H", "O", "O"], "coordinates": [[0.2772, -0.8971, 0.7660], [-0.9904, -0.6747, -0.0097], [-0.0587, 0.6680, 1.0830], [0.3317, 1.2446, -0.3960], [1.0791, -0.0247, -0.9966], [-0.3963, 0.2737, -1.2638], [0.3525, -1.6076, 1.7129], [-1.7522, -1.3079, -0.1964], [0.3073, 0.8184, 2.1550], [0.4480, 2.2040, -0.7979], [1.9994, 0.5094, -1.5627], [-1.3317, 0.3184, -1.8426], [1.3299, -1.0136, -0.1221], [-1.5147, 0.4544, 0.8014]], "atomic_forces_ev_per_a": [[-1.142, 0.457, 2.137], [0.727, 4.308, -0.503], [0.114, -0.462, -0.822], [0.060, -3.645, 2.383], [1.708, 5.601, -3.800], [-0.939, -3.188, 3.086], [-0.228, 1.498, -2.331], [-2.193, -2.446, -1.001], [-0.902, 1.292, -1.704], [0.702, 1.351, 0.223], [-2.083, -2.530, 0.730], [1.426, 0.539, -1.044], [0.829, -0.834, 0.825], [1.920, -1.940, 1.821]], "mulliken_charge": [-0.346, -0.362, -0.117, -0.610, -0.246, -0.303, 0.355, 0.734, 0.429, 0.515, 0.301, 0.451, -0.356, -0.445]}

=====

{"formula": "C6H6O2", "method": "ωB97M-V with the def2-TZVPD basis set", "smiles": "C=C1C=C[C@@H](O)C1=O", "symbols": ["C", "C", "C", "C", "C", "C", "H", "H", "H", "H", "H", "H", "O", "O"], "coordinates": [[-1.3057, 0.2304, -0.3521], [-0.7557, -1.2187, -0.3051], [0.5175, -1.2495, -0.1332], [0.9502, 0.2081, -0.1253], [2.3115, 0.2739, 0.2924], [-0.1485, 1.0876, -0.1447], [-2.6888, 1.2273, 0.8059], [-1.6136, 0.3817, -1.3219], [-1.6448, -1.8751, -0.4572], [1.1474, -2.1259, 0.4432], [2.6788, -0.9241, 0.6313], [2.9063, 1.3198, 0.3483], [-2.4636, 0.3182, 0.5425], [0.1090, 2.3462, -0.2240]], "atomic_forces_ev_per_a": [[-2.166, -1.228, 2.102], [-5.270, 0.651, -0.590], [2.490, -0.693, 2.718], [7.128, -4.419, 2.892], [-1.665, -0.118, -0.296], [2.972, 6.055, -1.261], [0.504, -0.288, -0.474], [-1.039, 0.775, -2.491], [1.441, -0.345, 0.606], [-1.488, 2.115, -2.444], [-0.204, 4.407, -1.240], [-1.266, -2.933, 0.189], [0.973, -0.072, -0.419], [-2.410, -3.906, 0.707]], "mulliken_charge": [0.443, -0.726, -0.382, 0.785, -0.525, 0.135, 0.325, 0.261, 0.338, 0.070, 0.138, 0.287, -0.545, -0.603]}

=====

We obtain ΔE to the lowest compared entry with this formula, charge and spin values of 100.5; 92.6; 69.8; 164.8; 6.0; 137.2; 113.8; 96.0 kcal per mole for the records listed above, in that order.
We obtain E_HOMO values of -9.086; -9.119; -9.040; -9.237; -8.954; 1.970; -9.220; -9.208 eV for the records listed above, in that order.
We obtain orbital gap values of 0.37149; 0.36698; 0.36761; 0.36577; 0.36346; 0.13004; 0.37500; 0.31028 Eh for the records listed above, in that order.